The ion C6H13ClN5O2S with charge +1 at a distorted geometry, computed with the ωB97M-V functional and the def2-TZVPD basis.

Geometry as XYZ:
```
28
Properties=species:S:1:pos:R:3:forces:R:3:nbo_charge:R:1
Cl -2.5782 -2.0206 0.6652 0.2 0.4 0.0 -0.20
S -3.4025 -0.2147 0.1650 -2.8 1.3 -0.4 2.08
O -3.5899 -0.1103 -1.2415 1.9 -0.4 -0.9 -0.89
O -4.6404 -0.1085 0.8489 0.0 -0.4 1.5 -0.89
N 1.9674 0.2979 0.1407 0.2 0.0 0.2 -0.12
N 2.8513 -1.5444 0.9219 -0.1 0.5 0.2 -0.19
N 0.3891 -2.5253 -0.6907 0.6 0.8 0.0 -0.79
N 3.1540 -0.5621 1.7269 0.8 -1.1 1.0 0.09
N 2.6523 0.5025 1.2769 -0.7 2.0 -0.3 -0.10
C -0.2679 1.3404 -0.5490 0.5 0.1 0.7 -0.42
C -2.3870 1.1500 0.7743 1.7 -0.3 -0.1 -0.64
C -0.8438 0.8729 0.8071 -0.8 0.5 -0.3 -0.43
C 2.1207 -0.9921 -0.0509 0.0 -1.9 -1.7 0.40
C 1.2848 1.3060 -0.6819 -0.7 0.4 -0.3 -0.24
C 1.5963 -1.8088 -1.1947 -0.9 -0.5 0.1 -0.28
H 1.3697 -1.1883 -2.0702 0.2 0.0 0.2 0.21
H 0.0266 -1.9656 0.0700 -0.6 -0.4 -0.1 0.35
H 2.3162 -2.5857 -1.4647 0.3 0.5 0.0 0.26
H 1.7202 2.2795 -0.4429 0.0 -0.2 0.1 0.24
H -0.5477 2.3954 -0.6487 0.1 -0.2 -0.2 0.24
H 1.5222 1.0677 -1.7215 0.3 0.1 0.2 0.26
H -0.3182 -2.5857 -1.4159 0.0 0.0 0.1 0.39
H -0.4701 1.4755 1.6446 0.2 -0.1 -0.2 0.22
H -0.7318 0.8160 -1.3909 0.1 -0.1 0.2 0.24
H -2.7775 1.5169 1.7238 -0.1 -0.6 0.0 0.28
H -0.6395 -0.1777 1.0333 0.0 0.2 0.0 0.22
H 2.7562 1.4127 1.7171 0.0 -0.1 0.0 0.45
H -2.5325 1.9565 0.0479 -0.5 -0.3 0.0 0.26
```
Forces are in eV/Å.

Results
Energy above the lowest of the compared OMol25 structures with the same formula, charge and spin (eV): 0.4538
Kohn-Sham gap (eV): 9.23
Net charge: +1
2S+1: 1